[1]
Entry from the OMol25 dataset: a structure of composition C22H32CoNO6S2Sb (the ωB97M-V functional and the def2-TZVPD basis).

As for the total energy: -102943.7187 eV. The expectation value of S² is 0.782. The net charge is -2. The spin multiplicity is 2.

Last column: Löwdin charge in e.
Positions of all 65 atoms, in Å:
Co 0.0596 -0.5203 -0.2103  0.456
O -2.2572 1.4620 2.1566  -0.597
S -1.0438 0.6365 1.8411  0.532
O -1.4710 -0.7685 1.3528  -0.547
O -0.4862 1.1885 0.4771  -0.574
O 1.7003 -0.9933 1.0932  -0.696
C 1.5803 -2.6214 -1.5457  -0.072
N 0.2628 -2.4355 -0.9343  -0.326
C 0.0597 -3.4145 0.1380  -0.080
C -0.7962 -2.5596 -1.9588  -0.158
C -0.8735 -1.2787 -2.7445  -0.249
C -1.2645 -1.2189 -4.0748  -0.084
C -1.3899 0.0212 -4.6952  -0.137
C -1.1225 1.1751 -3.9671  -0.124
C -0.7280 1.0926 -2.6343  -0.114
C -0.5888 -0.1337 -1.9812  -0.118
H 1.7020 -3.6563 -1.8986  0.086
H 2.3398 -2.3914 -0.8010  0.063
H 1.6791 -1.9401 -2.3903  0.092
H 0.0341 -4.4357 -0.2712  0.086
H -0.8704 -3.1786 0.6536  0.084
H 0.8743 -3.3274 0.8532  0.064
H -1.7354 -2.7068 -1.4194  0.130
H -0.6192 -3.4498 -2.5838  0.118
H -1.4738 -2.1295 -4.6319  0.091
H -1.6924 0.0855 -5.7351  0.077
H -1.2323 2.1459 -4.4421  0.085
H -0.5370 2.0005 -2.0686  0.083
C -3.8767 4.7869 -2.3630  -0.235
C -2.6240 4.7476 -1.4935  -0.471
Sb -2.9114 3.7125 0.4242  1.386
C -0.8319 4.0025 0.8963  -0.471
C -0.6331 5.4624 1.3153  -0.236
C -3.3861 1.8806 -0.6068  -0.447
C -4.8987 1.6709 -0.5650  -0.228
H -3.7238 5.3331 -3.3015  0.048
H -4.7101 5.2635 -1.8373  0.049
H -4.1991 3.7773 -2.6275  0.043
H -2.2764 5.7645 -1.2865  0.020
H -1.8133 4.2322 -2.0179  0.034
H -0.2074 3.7357 0.0456  0.041
H -0.5874 3.3233 1.7028  0.011
H -1.1591 6.1665 0.6621  0.028
H 0.4257 5.7406 1.3002  0.054
H -1.0053 5.6296 2.3290  0.052
H -2.8720 1.0578 -0.1270  0.013
H -3.0257 1.9583 -1.6333  0.028
H -5.2421 1.5662 0.4671  0.053
H -5.1808 0.7593 -1.1028  0.058
H -5.4534 2.5031 -1.0116  0.035
O 6.8260 -4.7842 5.1791  0.067
C 6.5132 -4.5546 3.8605  -0.504
O 7.2532 -5.0180 3.0241  0.063
C 5.3128 -3.7600 3.5982  -0.182
C 4.3720 -3.3959 4.5849  -0.066
C 3.2690 -2.6441 4.2838  -0.125
C 3.0299 -2.1978 2.9584  -0.528
S 1.6494 -1.2580 2.6253  0.891
C 3.9688 -2.5623 1.9671  -0.082
C 5.0674 -3.3246 2.2883  -0.029
H 6.2108 -4.2879 5.7290  0.066
H 4.4729 -3.7312 5.6146  0.098
H 2.5548 -2.3918 5.0594  0.099
H 3.7995 -2.2117 0.9583  0.082
H 5.7824 -3.5999 1.5227  0.113

Forces on atoms 1 to 2 (eV/Å):
-0.146 -0.308 -0.104
0.044 -0.031 -0.033

=====

[2]
Entry from the OMol25 dataset: a structure of composition C22H32F3MnNO8 at a distorted geometry (the ωB97M-V functional and the def2-TZVPD basis).

As for the total energy: -80673.7163 eV. The expectation value of S² is 12.049. The net charge is -1. The spin multiplicity is 7.

Last column: Löwdin charge in e.
Positions of all 67 atoms, in Å:
Mn -19.3916 -0.8345 -21.8552  0.948
C -21.2588 1.4000 -21.5217  -0.353
O -20.7185 0.9304 -22.7811  -0.171
O -20.9551 0.2482 -20.7659  -0.252
C -20.7634 2.8706 -21.1227  -0.534
F -19.4941 2.6499 -20.7348  0.126
F -20.7170 3.7319 -22.1710  0.120
F -21.4181 3.3693 -20.0814  0.156
C -21.0767 1.5799 -24.0143  -0.236
C -20.4141 0.9048 -25.2167  -0.066
H -20.7517 -0.1142 -25.4059  0.059
H -20.5830 1.4409 -26.1507  0.075
H -19.3292 0.9164 -25.1122  0.065
H -20.6583 2.5841 -24.0810  0.104
H -22.1268 1.6870 -24.2861  0.114
H -22.3452 1.3834 -21.6092  0.138
C -16.4738 1.4749 -24.1631  0.035
C -16.9625 0.2952 -23.8236  -0.395
C -16.4596 -0.9533 -24.4447  -0.271
O -16.8379 -2.1374 -24.0202  0.059
C -15.5599 -0.9341 -25.4861  0.120
C -15.1181 0.3264 -26.0500  -0.295
C -15.6447 1.5864 -25.3564  -0.316
O -15.2578 2.6765 -25.8525  0.017
O -14.3321 0.4481 -27.0041  0.087
O -17.8040 0.3263 -22.8581  -0.086
H -16.8624 2.3960 -23.7547  0.131
H -15.2257 -1.9074 -25.8138  0.131
C -17.3830 -0.0440 -19.5050  -0.030
C -18.0132 -1.2775 -18.7907  -0.487
C -18.8454 -0.6797 -17.6998  -0.191
C -19.8800 -1.5144 -17.0231  -0.196
C -20.6171 -2.3117 -18.0865  -0.152
C -19.8040 -3.0687 -19.1640  -0.435
N -18.8288 -2.0771 -19.7483  -0.181
O -18.1441 -2.3900 -21.0233  -0.297
C -20.8411 -3.5713 -20.2872  -0.024
C -19.1834 -4.3539 -18.5232  -0.039
C -16.9477 -2.2040 -18.1092  -0.032
H -18.0802 0.5053 -20.1375  0.049
H -16.6126 -0.2658 -20.2435  0.078
H -16.9518 0.5982 -18.7370  0.082
H -19.4531 0.0691 -18.2080  0.117
H -18.2114 -0.1409 -16.9958  0.124
H -20.5587 -0.9570 -16.3776  0.110
H -19.3359 -2.1090 -16.2892  0.094
H -21.2200 -1.5649 -18.6031  0.109
H -21.3759 -2.9585 -17.6460  0.110
H -21.6768 -4.0978 -19.8263  0.076
H -20.2831 -4.3367 -20.8267  0.061
H -21.1363 -2.7177 -20.8975  0.051
H -18.1340 -4.4394 -18.8054  0.067
H -19.6457 -5.2647 -18.9037  0.060
H -19.3252 -4.4037 -17.4437  0.070
H -17.3611 -2.8133 -17.3055  0.062
H -16.0532 -1.6624 -17.8016  0.071
H -16.5430 -2.9101 -18.8342  0.069
C -22.7299 -2.4319 -23.7428  0.019
C -21.2337 -2.6328 -23.7213  -0.434
O -20.4635 -1.7779 -23.3695  -0.016
C -20.5007 -3.9320 -24.1247  0.019
H -23.1261 -3.0870 -24.5187  0.077
H -23.1434 -1.4378 -23.9129  0.090
H -22.9867 -2.8162 -22.7556  0.094
H -21.1257 -4.6710 -24.6261  0.068
H -20.0782 -4.3443 -23.2084  0.083
H -19.8053 -3.6097 -24.8997  0.092

Forces on atoms 1 to 2 (eV/Å):
1.160 0.142 1.250
-0.848 -3.449 -0.084

=====

[3]
Entry from the OMol25 dataset: a structure of composition C22H32MnN6OS2 (the ωB97M-V functional and the def2-TZVPD basis).

As for the total energy: -87314.0608 eV. The expectation value of S² is 8.755. The spin multiplicity is 6.

Last column: Löwdin charge in e.
Positions of all 64 atoms, in Å:
Mn 0.1074 -1.2676 -1.9917  0.670
C -0.5838 -0.8403 2.4900  -0.024
C -0.8171 -0.9678 1.0042  -0.234
N 0.1710 -0.8935 0.1688  -0.025
N 1.3940 -0.5843 0.7571  -0.088
C 2.4241 -0.5832 -0.0151  -1.130
S 2.5698 -0.9551 -1.7057  0.512
S 3.9768 -0.1562 0.7100  0.884
C 3.5264 0.2420 2.4147  -0.435
C 3.5235 -0.9053 3.3976  -0.283
C 3.8667 -0.6578 4.7238  -0.055
C 3.8292 -1.6705 5.6726  -0.091
C 3.4490 -2.9522 5.3040  -0.099
C 3.1151 -3.2112 3.9816  -0.081
C 3.1538 -2.1971 3.0355  -0.068
C -2.2054 -1.1434 0.5409  -0.118
C -3.2317 -0.7049 1.3978  -0.063
C -4.5677 -0.8039 1.0768  -0.108
C -4.9220 -1.4002 -0.1346  -0.095
C -3.9479 -1.8470 -0.9952  -0.036
C -2.5691 -1.7089 -0.7138  -0.391
O -1.7108 -2.0970 -1.6134  -0.210
H 0.4148 -1.1760 2.7462  0.057
H -1.3240 -1.4197 3.0369  0.081
H -0.6678 0.2030 2.8064  0.096
H 2.5396 0.7046 2.3730  0.074
H 4.2421 1.0004 2.7337  0.072
H 4.1696 0.3413 5.0178  0.109
H 4.1032 -1.4576 6.6982  0.099
H 3.4211 -3.7460 6.0394  0.098
H 2.8263 -4.2111 3.6827  0.102
H 2.9025 -2.4091 2.0053  0.092
H -2.9661 -0.2535 2.3444  0.099
H -5.3227 -0.4397 1.7603  0.094
H -5.9662 -1.5103 -0.4020  0.101
H -4.2049 -2.3047 -1.9429  0.112
C -2.1996 4.7534 -2.5054  -0.066
C -1.7771 3.7453 -1.4456  -0.209
N -0.7551 2.8096 -1.9057  -0.075
C 0.6330 3.2677 -1.8873  -0.195
C 1.1727 3.6870 -3.2516  -0.064
C -1.0527 1.5683 -2.3480  -0.401
C -2.4876 1.1258 -2.3289  0.004
N -0.1586 0.7261 -2.7790  0.045
H -2.9836 5.4045 -2.1170  0.077
H -2.5822 4.2470 -3.3929  0.076
H -1.3612 5.3814 -2.8088  0.065
H -2.6371 3.1854 -1.0889  0.105
H -1.3716 4.2663 -0.5762  0.119
H 1.2575 2.4843 -1.4480  0.117
H 0.6772 4.1145 -1.2025  0.120
H 1.0987 2.8832 -3.9838  0.072
H 2.2235 3.9641 -3.1631  0.081
H 0.6238 4.5440 -3.6419  0.064
H -2.8541 1.0313 -1.3050  0.089
H -2.5556 0.1513 -2.8016  0.078
H -3.1275 1.8315 -2.8583  0.089
H 0.7822 1.1059 -2.7726  0.007
N 1.3215 -4.1832 -2.5862  -0.037
N 0.3351 -3.2334 -3.0947  -0.127
H 1.0396 -4.3692 -1.6267  0.069
H 2.1716 -3.6319 -2.4747  0.015
H -0.5849 -3.6266 -2.9058  0.075
H 0.4333 -3.2496 -4.1051  0.090

Forces on atoms 1 to 2 (eV/Å):
0.011 -0.036 -0.014
-0.045 -0.001 -0.029

=====

[4]
Entry from the OMol25 dataset: a structure of composition C22H32N10OS2Sc at a distorted geometry (the ωB97M-V functional and the def2-TZVPD basis).

As for the total energy: -82653.2192 eV. The net charge is +1. The spin multiplicity is 1.

Last column: Löwdin charge in e.
Positions of all 68 atoms, in Å:
Sc 0.6163 -0.4465 -0.0669  0.685
N 2.5701 -0.3464 -4.0952  0.068
C 2.3784 -0.4154 -2.7442  -0.875
S 1.5919 -1.8544 -2.1251  0.602
N 2.7836 0.6054 -2.0449  0.002
N 2.5094 0.4711 -0.6900  -0.134
C 3.3556 0.9941 0.1161  -0.059
C 3.2777 0.8171 1.5553  -0.147
C 4.0613 1.6098 2.4014  -0.038
C 4.1017 1.3827 3.7603  -0.084
C 3.3814 0.3107 4.2915  -0.068
C 2.6125 -0.4966 3.4774  -0.008
C 2.5180 -0.2438 2.1034  -0.324
O 1.7489 -1.0014 1.3423  -0.173
H 2.5267 -1.2193 -4.5929  0.078
H 3.2498 0.3235 -4.4197  0.097
H 4.2035 1.5357 -0.3015  0.142
H 4.6440 2.4143 1.9662  0.117
H 4.7050 2.0084 4.4034  0.104
H 3.4373 0.0997 5.3521  0.109
H 2.0576 -1.3369 3.8759  0.125
C -0.7358 0.6495 4.0387  -0.014
C -0.5232 0.6660 2.5567  -0.264
N -0.8019 -0.3240 1.7791  -0.033
N -1.3240 -1.4194 2.4098  0.006
C -1.4087 -2.5053 1.6979  -0.815
N -1.9519 -3.5870 2.3152  0.080
S -0.9422 -2.7399 0.0260  0.670
C 0.0378 1.8728 1.9135  -0.214
C 0.2675 3.0383 2.6377  0.015
C 0.7754 4.1492 1.9896  -0.023
C 1.0328 4.0755 0.6292  -0.026
C 0.7930 2.8764 -0.0145  -0.128
N 0.3140 1.7968 0.6009  0.047
H -0.9168 -0.3661 4.3686  0.070
H 0.1391 1.0493 4.5506  0.082
H -1.6036 1.2578 4.3083  0.099
H -2.0524 -3.5554 3.3171  0.105
H -1.8134 -4.4851 1.8860  0.084
H 0.0500 3.0728 3.6942  0.116
H 0.9714 5.0606 2.5386  0.121
H 1.4221 4.9181 0.0762  0.116
H 1.0177 2.7671 -1.0703  0.112
N -3.7301 -1.9647 -0.5144  0.173
C -3.2436 -0.6657 -1.0913  -0.337
C -4.2813 0.4473 -1.1004  -0.095
C -3.5390 1.7502 -1.4382  -0.372
N -2.6084 2.0474 -0.3513  0.063
C -2.8054 1.5903 -2.7775  -0.095
C -1.9436 0.3352 -2.9328  -0.352
N -0.6645 0.3489 -2.2187  0.019
C -2.7051 -0.9047 -2.4860  -0.109
H -4.3405 -1.8228 0.2899  0.164
H -2.8493 -2.4580 -0.1991  -0.024
H -4.2189 -2.5384 -1.2011  0.167
H -2.4159 -0.3506 -0.4548  0.094
H -4.7774 0.5429 -0.1288  0.124
H -5.0488 0.2604 -1.8572  0.130
H -4.2804 2.5469 -1.5676  0.140
H -3.1129 2.2126 0.5128  0.090
H -2.0826 2.8902 -0.5517  0.079
H -2.2097 2.4852 -2.9814  0.124
H -3.5672 1.5394 -3.5599  0.128
H -1.7389 0.2424 -4.0035  0.150
H -0.1466 1.1874 -2.4769  0.085
H -0.1192 -0.4189 -2.6235  -0.023
H -2.0389 -1.7720 -2.5068  0.111
H -3.5323 -1.0898 -3.1807  0.137

Forces on atoms 1 to 2 (eV/Å):
-0.873 -0.666 -1.065
-0.040 -0.084 0.022